# 1
16
Properties=species:S:1:pos:R:3:forces:R:3 method="wB97M-V/def2-TZVPD" homo_energy_ev=-8.02 mol_weight_g_mol=119.2 de_lowest_kcal_mol=88.1 orbital_gap_ev=8.671 multiplicity=1
C -1.468846 -1.535731 -0.457888 -3.723 -2.920 -4.416
C 0.607477 -0.276069 -0.155891 -3.005 -2.726 0.786
C -0.879735 2.017286 0.438331 -1.914 0.563 2.547
H -1.007558 -1.864134 -1.512444 -1.244 0.722 1.678
H -2.267482 -0.699330 -0.665573 1.337 -1.765 0.434
H -2.107041 -2.683297 -0.167361 2.066 3.903 -0.188
H 0.111347 -1.937709 0.750720 -1.406 1.759 -0.634
H -1.994362 1.837376 0.117491 2.023 0.188 1.382
H -0.697936 3.092426 0.365141 -0.171 0.010 -0.394
H -0.572013 1.869732 1.588933 -1.075 -0.414 -2.700
H 3.530884 -0.111761 0.351612 1.412 -1.879 0.856
H 2.577735 0.971795 0.026501 -1.432 0.834 -0.285
N -0.446501 -1.102919 0.353470 2.848 -1.256 2.862
N 1.717568 -0.889756 -0.084070 0.470 2.230 0.678
N 2.731366 0.011394 -0.192979 2.188 0.852 -1.564
S 0.165101 1.300691 -0.755992 1.626 -0.102 -1.041



# 2
13
Properties=species:S:1:pos:R:3:forces:R:3 method="wB97M-V/def2-TZVPD" homo_energy_ev="-7.97 / -7.78" mol_weight_g_mol=98.1 de_lowest_kcal_mol=110.7 orbital_gap_ev="8.357 / 7.129" multiplicity=1
C 1.813240 0.268894 -0.656943 0.658 -0.790 -1.426
C 0.321878 0.357051 -1.071870 -0.080 1.149 -1.068
C -0.673543 -0.390920 1.309734 0.312 0.364 2.013
C -0.506418 -0.519167 -0.175594 -0.006 -0.756 -0.779
C -1.712796 0.006530 0.403016 2.752 -2.183 0.726
P 2.130023 1.253742 0.626867 0.891 -0.058 0.018
H 2.603092 -0.429268 -1.199424 -1.902 1.405 1.201
H -0.021924 1.388913 -0.729139 0.492 -0.899 -1.094
H 0.033371 0.187223 -2.231633 0.896 0.404 2.726
H -0.888330 -1.330569 1.805644 0.195 -0.438 -0.010
H -0.110618 0.223192 2.056149 -0.411 0.107 -1.137
H -0.458391 -1.554703 -0.428986 -0.196 -0.788 -0.505
H -2.529583 0.539082 0.292178 -3.602 2.482 -0.665



# 3
15
Properties=species:S:1:pos:R:3:forces:R:3 method="wB97M-V/def2-TZVPD" homo_energy_ev=-14.04 charge=+1 mol_weight_g_mol=63.1 de_lowest_kcal_mol=54.3 orbital_gap_ev=8.833 multiplicity=1
O -0.793508 -1.815333 2.134436 -0.279 -3.920 -3.675
H -0.883383 -2.607127 1.470146 0.302 1.605 1.480
H -1.007029 -1.036507 1.573095 0.146 1.148 0.939
H -0.632826 -2.199839 3.005099 -0.088 1.241 1.011
C 1.278191 1.536082 -0.383783 -2.038 1.764 -1.048
C -0.067698 1.027163 -1.179614 0.063 3.154 -0.841
C -0.405272 -0.421980 -0.742278 -0.472 -2.253 -2.841
H 1.974718 2.262293 -0.867107 -1.019 -0.517 -0.520
H 0.906034 2.151675 0.454665 0.479 -0.895 0.267
H 1.927067 0.730359 -0.172710 0.388 -1.059 0.830
H -0.979261 1.612069 -0.848264 1.341 -0.065 -0.229
H 0.064942 1.470164 -2.355065 -0.560 -2.453 2.969
H -0.320502 -1.144434 -1.644961 0.247 0.992 1.369
H -1.426456 -0.844404 -0.379397 0.897 1.732 -0.286
H 0.364983 -0.720181 -0.064262 0.593 -0.474 0.575



# 4
60
Properties=species:S:1:pos:R:3:forces:R:3 method="wB97M-V/def2-TZVPD" homo_energy_ev=0.15 charge=-2 mol_weight_g_mol=444.3 de_lowest_kcal_mol=559.9 orbital_gap_ev=4.971 multiplicity=1
O -0.018979 1.528840 1.376090 0.859 5.006 0.676
V -0.469394 0.144871 0.734043 9.060 14.570 -10.137
O -0.108607 0.087609 -0.836947 8.117 0.927 -6.073
C -1.337535 -1.273792 1.722498 0.437 -9.585 6.167
O -1.192412 -2.177400 2.548113 -2.749 -2.019 1.555
O -0.999852 -0.145971 2.171051 -7.851 -0.219 13.981
O -1.261266 -1.482626 0.504634 -1.194 -7.939 2.335
O 2.463899 -1.416352 2.309368 1.418 1.206 1.160
C 1.342591 -1.388394 1.557666 0.868 -5.106 -1.767
O 0.839288 -2.474153 1.216772 1.816 0.488 1.673
O 1.026016 -0.280607 1.109059 13.436 -4.877 3.684
H 2.849058 -2.295184 2.339472 -0.734 -0.227 -0.176
C -2.613576 -2.607699 -2.353888 0.220 -0.357 -0.046
C -2.137683 -1.326046 -1.654947 1.352 -6.353 -6.097
C -1.495399 -0.350657 -2.632945 -2.417 1.763 -1.496
O -3.250948 -0.961240 -0.838163 -7.383 -3.911 -4.603
H -3.267953 -2.480876 -3.216337 0.040 0.545 -0.261
H -3.235206 -3.186366 -1.670636 0.223 -0.274 0.302
H -1.779562 -3.235733 -2.667062 0.114 0.017 0.009
H -1.267521 -1.521604 -1.028304 -0.812 -0.848 -1.012
H -1.046045 0.506739 -2.131895 0.000 -0.396 -0.108
H -2.226756 0.109592 -3.297330 -0.560 -0.410 -0.887
H -0.683637 -0.797230 -3.207162 -0.253 -0.401 0.228
H -3.525144 -1.635555 -0.212280 1.016 -0.579 -0.331
C 3.346907 -2.728584 -2.647814 -0.539 0.856 -1.238
C 2.602429 -1.576381 -1.957760 -1.598 -2.064 -0.684
C 1.264151 -1.964328 -1.393326 0.661 -2.574 -1.524
O 3.364542 -1.110842 -0.934673 2.229 1.780 1.665
H 2.660993 -3.205161 -3.348171 -0.150 -0.548 0.326
H 3.796883 -3.423400 -1.938692 -0.147 -0.146 -0.029
H 4.085685 -2.316468 -3.335172 0.698 0.030 0.250
H 2.361053 -0.794523 -2.677853 0.575 0.417 -0.214
H 0.716046 -1.057824 -1.136572 0.049 0.075 0.275
H 1.287852 -2.720929 -0.609041 0.464 0.344 -0.013
H 0.725024 -2.488559 -2.182393 -0.460 0.022 -0.651
H 3.977856 -1.792737 -0.650999 -0.157 0.042 0.090
C -3.685446 0.317102 1.288668 1.129 0.948 0.663
C -2.768603 1.018571 0.261274 -3.274 1.928 0.046
C -2.087569 2.278223 0.604914 -1.053 2.979 1.477
O -1.794778 0.177001 -0.187949 -13.049 11.745 -2.024
H -3.938556 -0.671702 0.906171 -0.764 0.834 0.970
H -4.523669 0.968958 1.534758 -0.237 -0.287 0.078
H -3.013897 0.188544 2.137543 -0.815 0.002 0.518
H -3.445851 1.361217 -0.521047 -0.051 -0.580 -0.896
H -2.660323 3.204991 0.638834 -1.440 -0.065 0.028
H -1.395707 2.563828 -0.187481 0.481 -0.570 0.344
H -1.640593 2.185981 1.594762 0.005 0.678 -0.482
H -2.329124 -0.359481 -0.778094 1.623 2.911 2.443
C 2.572915 2.405332 1.064620 -0.762 0.636 -0.781
C 2.665868 3.564672 2.072396 -0.916 -0.880 -1.083
C 1.426969 4.511639 2.335173 1.788 -0.623 -1.056
O 2.962450 2.925722 3.259085 1.155 0.015 2.655
H 3.480335 1.807513 0.979152 0.378 0.435 0.250
H 2.312341 2.778291 0.074117 0.005 -0.008 -0.307
H 1.775817 1.703168 1.308986 0.094 0.371 0.144
H 3.554879 4.123893 1.780811 0.029 0.583 0.277
H 1.169071 4.992015 1.391334 -0.556 -0.144 0.002
H 1.788610 5.303915 2.990620 -0.127 -0.022 0.311
H 0.623340 3.930697 2.787723 -0.131 0.122 -0.327
H 2.158723 2.559482 3.635226 -0.159 -0.264 -0.282



# 5
26
Properties=species:S:1:pos:R:3:forces:R:3 method="wB97M-V/def2-TZVPD" homo_energy_ev="-5.86 / -9.23" mol_weight_g_mol=171.2 de_lowest_kcal_mol=98.0 orbital_gap_ev="6.473 / 6.358" multiplicity=3
C -1.032922 -1.947782 0.402041 1.033 2.976 -2.023
C 2.631993 1.076651 0.898196 -0.966 8.153 -1.114
C 1.899130 1.785506 -0.147307 3.427 -0.644 3.519
C 2.646463 -0.243701 0.921485 -0.802 -3.618 -0.633
C 0.887456 1.102554 -0.732956 -3.585 -3.682 -2.686
C 2.003561 -1.018206 -0.165051 0.908 -0.010 1.596
C 0.577309 -0.346797 -0.417898 2.303 2.774 -1.192
C 2.927342 -1.841356 -0.803207 -3.121 0.390 -2.731
C -0.744371 -0.622425 -0.109915 1.329 -3.162 1.198
C -2.578971 0.602995 -1.204108 -0.942 2.320 1.296
C -2.815545 0.004416 1.153403 -0.302 -2.766 2.523
C -1.834752 0.352629 0.105077 2.919 1.322 -1.298
N -1.273092 -3.032393 0.600973 -0.737 -3.087 1.087
H 3.180582 1.710209 1.687579 -0.712 -1.202 -1.438
H 1.901680 2.812737 -0.422585 0.776 0.808 0.505
H 3.286568 -0.603496 1.685443 0.488 -1.361 0.268
H 0.323961 1.626952 -1.568693 0.211 -0.776 1.445
H 3.935810 -2.114266 -0.548575 0.058 0.506 0.870
H 2.715929 -2.133029 -1.892008 -0.109 -0.031 1.793
H -2.984558 1.674008 -0.908460 -0.058 -2.055 -1.562
H -3.346145 -0.186067 -1.170604 -0.079 0.650 -0.809
H -2.004279 0.627099 -2.147334 -0.209 -0.009 0.672
H -3.448839 -0.945485 0.932215 0.425 2.065 -0.442
H -3.363089 0.923238 1.407187 -0.278 -0.759 0.209
H -2.325315 -0.508938 2.070814 -0.367 1.701 -0.988
H -1.165909 1.244956 0.374290 -1.610 -0.504 -0.064



# 6
19
Properties=species:S:1:pos:R:3:forces:R:3 method="wB97M-V/def2-TZVPD" homo_energy_ev=-8.22 mol_weight_g_mol=117.2 de_lowest_kcal_mol=232.2 orbital_gap_ev=8.463 multiplicity=1
C -1.673132 -0.656652 -0.545194 -3.098 0.058 1.530
C -0.290487 -0.484659 -0.098583 1.761 0.733 2.117
C 1.001559 -0.362969 -0.879233 -2.516 -5.562 -3.482
C 0.320836 0.833578 -0.635352 -1.350 1.783 3.097
H -2.254227 0.300043 1.114775 0.366 0.496 -0.269
H -3.214844 0.379573 -0.035953 -6.727 -0.420 -1.258
H -1.843920 -0.573135 -1.633708 0.336 -0.240 0.435
H -2.386945 -1.488638 -0.069952 2.437 0.527 -1.474
H 0.000673 -1.764889 1.574034 0.041 4.221 -0.529
H 1.196710 -0.046606 1.549654 -5.744 -2.311 0.000
H 0.613294 -0.731989 -1.971618 2.573 0.091 2.273
H 2.301151 -0.231829 0.787538 -0.749 -1.517 -2.367
H 3.058504 -0.387164 -0.691955 -3.148 -2.450 2.224
H -0.392749 1.395929 -1.195578 0.177 0.329 -0.980
H 0.664328 1.899755 1.369369 1.096 -1.879 -5.330
N -2.334473 0.536820 0.118822 5.316 0.330 1.031
N -0.123157 -0.596523 1.386095 3.744 -2.164 0.223
N 2.064325 -0.911714 -0.044489 6.065 3.747 -3.154
O 1.107312 1.509134 0.241321 -0.579 4.229 5.915



# 7
48
Properties=species:S:1:pos:R:3:forces:R:3 method="wB97M-V/def2-TZVPD" homo_energy_ev=-16.09 charge=+2 mol_weight_g_mol=496.0 de_lowest_kcal_mol=48.4 orbital_gap_ev=7.783 multiplicity=1
Zn 0.824402 2.810765 -1.056541 -1.293 -1.080 1.059
K 2.926603 2.978116 3.046273 0.009 -0.033 -0.218
F 1.656755 2.473976 0.538758 0.679 0.394 0.131
O -1.358089 -0.955953 -1.893867 -2.380 -0.216 -0.760
S -0.112610 -0.494973 -1.488520 2.106 -0.805 -0.498
O 0.022114 0.940455 -1.275438 0.482 1.086 -0.119
O 0.331351 -1.237580 -0.213907 0.383 0.352 0.807
C -0.114680 -0.785047 1.090403 0.033 -0.344 0.872
C -1.591995 -0.953389 1.324780 -0.084 -0.120 -0.027
C 1.113914 -1.114403 -2.598785 -0.914 1.319 -0.139
H 0.188482 0.251115 1.265208 0.181 -0.032 -0.390
H 0.445426 -1.428806 1.766526 0.090 0.100 0.005
H -2.136971 -0.531201 0.481162 -0.321 0.148 0.284
H -1.829555 -0.467775 2.273667 -0.158 0.196 -0.166
H -1.891550 -1.990749 1.454204 0.119 -0.110 -0.248
H 0.808467 -2.143529 -2.745579 0.514 -0.224 -0.094
H 2.117647 -0.886232 -2.266151 0.110 -0.504 0.178
H 0.905897 -0.515941 -3.490802 0.087 -0.353 -0.235
O -0.895109 3.415552 -0.295859 0.172 0.687 -0.243
S -2.271983 3.481543 0.204061 0.503 -2.599 0.438
O -2.975205 4.670657 0.162630 -0.855 2.568 -0.054
O -2.984156 2.384614 -0.593482 -0.218 -0.766 -0.605
C -4.460882 2.243442 -0.488324 -0.493 -0.170 -0.672
C -4.859306 0.979122 -1.238359 1.323 0.211 0.080
C -2.244182 2.791829 1.838666 0.558 -0.419 -0.667
H -4.915014 3.100899 -0.983777 0.190 0.177 0.299
H -4.730914 2.214802 0.567352 0.011 0.029 -0.046
H -4.280314 0.133320 -0.858109 -0.480 -0.133 0.230
H -4.542967 1.052359 -2.280111 -0.289 0.214 -0.044
H -5.931558 0.835575 -1.180402 -0.063 -0.149 0.089
H -3.105185 2.146528 1.981837 -0.415 0.464 0.088
H -2.161215 3.604959 2.548696 0.055 -0.123 0.243
H -1.411088 2.088706 1.802904 0.255 0.322 0.391
O 5.113822 -1.466404 1.430086 0.003 -0.015 0.642
S 4.745141 -1.314191 0.068800 -0.232 0.500 -0.294
O 5.683136 -1.138706 -0.957803 1.099 0.243 -0.870
O 3.855037 -2.507720 -0.391464 -0.474 -0.428 0.174
C 3.002936 -3.065609 0.621790 -0.538 -0.381 0.935
C 2.024877 -3.995765 -0.028435 -0.563 0.023 -0.766
C 3.606026 0.037510 -0.018792 -0.570 -0.117 0.448
H 2.480654 -2.269864 1.174451 0.052 0.060 -0.341
H 3.566855 -3.570287 1.407547 0.445 -0.049 -0.420
H 2.470349 -4.568286 -0.841611 0.314 -0.185 0.286
H 1.208457 -3.448722 -0.513309 0.065 -0.060 0.268
H 1.599263 -4.678961 0.702434 -0.005 -0.041 0.006
H 4.081496 0.843975 0.532725 -0.136 0.144 -0.110
H 2.669439 -0.277427 0.447517 0.172 0.202 0.260
H 3.355969 0.327720 -1.033034 0.472 0.014 -0.187



# 8
32
Properties=species:S:1:pos:R:3:forces:R:3 method="wB97M-V/def2-TZVPD" homo_energy_ev="-15.60 / -15.62" charge=+2 mol_weight_g_mol=247.1 de_lowest_kcal_mol=32.9 orbital_gap_ev="7.189 / 7.811" multiplicity=2
O 0.187562 0.287969 0.486750 -0.858 -4.393 -4.796
V -0.201438 -0.855031 -0.655250 0.527 5.227 4.857
O 0.707562 -2.520031 -0.064250 0.097 -3.079 -0.208
H 0.236562 -3.416031 -0.059250 0.467 1.734 0.188
H 1.626562 -2.822031 -0.199250 0.065 0.781 0.294
O -0.427438 -1.267031 2.680750 0.314 -0.514 -1.026
H 0.223562 -0.707031 3.111750 0.117 0.139 0.243
H -1.204438 -1.290031 3.215750 -0.540 0.089 1.031
O -1.053438 -2.008031 -2.148250 1.393 0.210 -0.996
H -1.811438 -2.561031 -2.209250 -1.255 -0.804 -0.112
H -0.430438 -2.258031 -2.853250 -0.415 -0.027 -0.074
O -1.394438 0.701969 -1.437250 -0.410 -0.521 -0.814
H -0.830438 1.336969 -1.905250 -0.946 0.132 0.041
H -2.244438 0.583969 -1.921250 0.795 0.306 0.206
O 2.996562 -0.479031 0.018750 0.753 0.388 -0.695
H 3.900562 -0.747031 -0.224250 -0.232 -0.149 0.246
H 3.153562 0.438969 0.313750 -0.422 -0.370 0.205
O -1.902438 -1.483031 0.258750 -1.531 0.909 0.686
H -2.028438 -2.235031 0.841750 0.360 -0.576 0.216
H -2.395438 -0.778031 0.764750 0.799 -0.331 -0.716
O 0.667562 1.494969 2.546750 0.634 0.197 1.493
H 0.357562 0.931969 1.841750 -0.349 0.321 0.315
H 0.049562 1.404969 3.283750 0.070 0.366 -0.245
O -1.549438 2.523969 0.925750 -0.328 -0.449 -0.520
H -0.758438 2.675969 0.349750 -0.913 0.343 1.263
H -2.177438 3.246969 0.818750 0.232 0.025 -0.045
O 0.773562 3.104969 -0.084250 0.309 -0.400 -0.627
H 0.630562 4.011969 -0.352250 0.162 0.851 0.198
H 0.645562 2.645969 -0.917250 0.395 -0.081 -0.199
O 1.099562 -0.250031 -2.083250 0.935 0.095 -0.811
H 1.091562 0.669969 -2.381250 -0.215 -0.065 -0.208
H 2.061562 -0.385031 -1.964250 -0.013 -0.352 0.608